Formula: C39H36BrF3N6O13STi
Source: the Open Molecules 2025 dataset
Level of theory: wB97M-V/def2-TZVPD

The geometry in ORCA input format:
```
! wB97M-V def2-TZVPD RIJCOSX def2/J DEFGRID3
* xyz -1 2
Ti -1.515 0.834 1.031
N -3.496 0.709 -2.114
N -3.334 2.097 -2.160
C -2.658 2.741 -1.153
O -2.669 3.946 -1.056
O -2.030 1.917 -0.329
H -3.412 0.316 -3.041
H -4.369 0.447 -1.669
H -4.030 2.675 -2.607
O 1.972 8.063 0.359
C 0.714 7.578 0.543
O -0.214 8.331 0.438
C 0.584 6.129 0.864
C 1.664 5.252 0.965
C 1.471 3.920 1.266
C 0.183 3.421 1.487
C -0.902 4.289 1.358
C -0.698 5.620 1.052
N -0.018 2.073 1.818
C 0.883 1.466 2.597
C 0.689 0.118 2.949
C 1.657 -0.660 3.621
C 1.388 -1.977 3.878
C 0.163 -2.529 3.468
C -0.731 -1.724 2.799
N -0.490 -0.434 2.544
H 2.618 7.356 0.477
H 2.686 5.570 0.784
H 2.314 3.243 1.277
H -1.908 3.917 1.483
H -1.542 6.286 0.942
H 1.722 2.014 3.009
H 2.595 -0.203 3.906
H 2.121 -2.594 4.382
H -0.081 -3.565 3.657
H -1.684 -2.097 2.447
F -4.782 -1.950 -0.985
C -5.000 -2.004 0.331
F -4.374 -3.090 0.810
F -6.309 -2.165 0.529
S -4.413 -0.475 1.175
O -4.788 -0.662 2.538
O -4.989 0.587 0.407
O -2.944 -0.638 0.940
C 3.061 -1.870 -6.856
C 2.244 -3.129 -6.597
N 1.544 -3.138 -5.319
C 2.339 -3.228 -4.093
C 2.680 -1.890 -3.451
C 0.184 -3.111 -5.323
O -0.484 -3.006 -6.340
C -0.503 -3.232 -3.991
C -0.983 -4.466 -3.575
C -1.687 -4.544 -2.384
C -1.888 -3.377 -1.658
N -1.439 -2.189 -2.051
C -0.763 -2.125 -3.192
H 3.482 -1.908 -7.862
H 3.889 -1.768 -6.154
H 2.433 -0.981 -6.780
H 2.895 -4.008 -6.633
H 1.484 -3.242 -7.365
H 3.256 -3.763 -4.352
H 1.812 -3.850 -3.371
H 3.206 -1.231 -4.140
H 3.311 -2.053 -2.575
H 1.779 -1.377 -3.113
H -0.811 -5.349 -4.181
H -2.078 -5.485 -2.023
H -2.434 -3.396 -0.722
H -0.419 -1.138 -3.489
Br -2.908 -0.479 5.287
C -1.652 0.934 5.384
C -0.621 0.855 6.309
C 0.263 1.914 6.436
C 0.095 3.055 5.663
C -0.939 3.121 4.744
C -1.807 2.047 4.570
C -2.909 2.164 3.535
O -3.894 2.813 3.777
O -2.648 1.606 2.379
H -0.523 -0.031 6.922
H 1.070 1.854 7.155
H 0.770 3.895 5.773
H -1.075 4.007 4.136
O 3.996 0.301 -0.373
C 3.408 -0.892 -0.196
C 4.216 -2.021 -0.042
C 3.638 -3.268 0.114
C 2.253 -3.418 0.128
C 1.451 -2.297 0.004
C 2.010 -1.031 -0.154
C 1.140 0.177 -0.280
O 1.628 1.268 -0.584
O -0.111 -0.016 -0.029
H 3.251 0.945 -0.516
H 5.290 -1.891 -0.061
H 4.277 -4.137 0.222
H 1.806 -4.397 0.248
H 0.372 -2.374 0.022
*
```

## Properties
- Relative energy (zero: lowest compared OMol25 entry of this formula, charge and spin): 1.92 kcal/mol
- HOMO energy (alpha / beta): -4.10 / -6.44 eV
- DFT total energy: -188740.7218 eV
- Maximum force: 0.0146 hartree/bohr
- ⟨S²⟩: 0.77
- E_LUMO (alpha / beta): 1.65 / 1.39 eV

Löwdin atomic charge list, values in e, 99 entries: Ti 1.207; N 0.043; N 0.000; C -0.609; O 0.087; O -0.120; H 0.082; H 0.051; H 0.141; O 0.098; C -0.480; O 0.110; C -0.138; C -0.024; C -0.011; C -0.240; C -0.008; C 0.015; N -0.017; C -0.092; C -0.266; C -0.018; C -0.071; C -0.067; C -0.147; N 0.032; H 0.075; H 0.105; H 0.108; H 0.111; H 0.129; H 0.130; H 0.116; H 0.103; H 0.100; H 0.110; F 0.127; C -0.660; F 0.115; F 0.137; S 0.533; O -0.273; O -0.253; O -0.392; C -0.079; C -0.204; N -0.053; C -0.184; C -0.042; C -0.424; O 0.062; C -0.138; C -0.016; C -0.048; C -0.137; N 0.102; C -0.085; H 0.071; H 0.060; H 0.084; H 0.117; H 0.109; H 0.121; H 0.113; H 0.068; H 0.066; H 0.063; H 0.123; H 0.102; H 0.094; H 0.127; Br 0.857; C -0.603; C -0.131; C -0.091; C -0.080; C -0.025; C -0.170; C -0.582; O 0.128; O -0.155; H 0.097; H 0.099; H 0.103; H 0.120; O 0.062; C -0.289; C -0.031; C -0.092; C -0.090; C -0.026; C -0.077; C -0.510; O 0.067; O -0.121; H 0.075; H 0.114; H 0.099; H 0.098

---

Formula: C19H18N2O3
Source: the Open Molecules 2025 dataset
Level of theory: wB97M-V/def2-TZVPD

The geometry in ORCA input format:
```
! wB97M-V def2-TZVPD RIJCOSX def2/J DEFGRID3
* xyz 0 1
C -5.002 -0.448 2.628
H -4.116 -0.686 3.227
H -5.832 -1.074 2.954
H -5.267 0.604 2.769
O -4.812 -0.760 1.271
C -3.829 -0.098 0.573
C -2.988 0.842 1.158
C -2.005 1.489 0.432
C -1.836 1.209 -0.914
C -2.665 0.272 -1.504
C -3.666 -0.387 -0.795
O -4.377 -1.273 -1.549
C -5.512 -1.935 -1.038
H -5.255 -2.611 -0.220
H -6.272 -1.229 -0.697
H -5.904 -2.512 -1.876
H -2.566 0.025 -2.550
C -0.741 1.888 -1.696
N 0.561 1.399 -1.301
C 1.410 2.098 -0.528
O 1.226 3.242 -0.155
C 2.651 1.328 -0.183
N 2.726 0.083 -0.592
C 3.829 -0.631 -0.300
C 3.907 -1.968 -0.743
C 5.015 -2.719 -0.468
C 6.087 -2.174 0.258
C 6.040 -0.882 0.702
C 4.914 -0.078 0.437
C 4.798 1.262 0.864
C 3.668 1.966 0.556
H 3.519 2.992 0.852
H 5.605 1.710 1.427
H 6.862 -0.457 1.261
H 6.953 -2.788 0.462
H 5.076 -3.743 -0.808
H 3.074 -2.370 -1.299
H 0.804 0.433 -1.476
H -0.878 1.723 -2.768
H -0.738 2.962 -1.489
H -1.368 2.213 0.916
H -3.096 1.080 2.203
*
```

## Properties
- Relative energy (zero: lowest compared OMol25 entry of this formula, charge and spin): 48.20 kcal/mol
- HOMO energy: -7.96 eV
- DFT total energy: -29117.8878 eV
- Maximum force: 0.0124 hartree/bohr
- SMILES string: COc1ccc(CNC(=O)c2ccc3ccccc3n2)cc1OC
- E_LUMO: -0.08 eV

Charges computed using Löwdin, reported in e: C -0.085; H 0.097; H 0.095; H 0.097; O -0.120; C -0.191; C -0.013; C -0.033; C -0.213; C 0.041; C -0.191; O -0.070; C -0.078; H 0.092; H 0.096; H 0.093; H 0.125; C -0.122; N 0.080; C -0.447; O 0.057; C -0.175; N 0.161; C -0.213; C -0.013; C -0.078; C -0.080; C -0.036; C -0.154; C 0.003; C 0.014; H 0.116; H 0.118; H 0.112; H 0.103; H 0.103; H 0.111; H 0.130; H 0.123; H 0.126; H 0.116; H 0.102

---

Formula: C23H42N3O11V
Source: the Open Molecules 2025 dataset
Level of theory: wB97M-V/def2-TZVPD

The geometry in ORCA input format:
```
! wB97M-V def2-TZVPD RIJCOSX def2/J DEFGRID3
* xyz 0 5
V -2.045 -0.563 2.867
C 0.368 1.138 -0.013
C -0.737 0.690 0.944
O -0.731 1.104 2.153
O -1.571 -0.210 0.710
H 1.366 0.915 0.363
H 0.286 2.202 -0.233
H 0.184 0.785 -1.027
C 2.255 -1.989 3.037
C 0.878 -2.398 2.571
O -0.145 -1.831 3.021
N 0.781 -3.455 1.782
C -0.529 -3.900 1.227
H 2.988 -2.792 2.959
H 2.256 -1.686 4.085
H 2.571 -1.157 2.408
H 1.627 -3.800 1.352
H -1.096 -4.525 1.916
H -0.386 -4.393 0.265
H -1.224 -3.102 0.969
C -4.317 -3.005 0.056
C -5.731 -2.683 0.444
O -6.624 -2.533 -0.414
N -6.032 -2.678 1.761
C -7.355 -2.522 2.406
H -4.224 -2.989 -1.030
H -4.140 -4.016 0.421
H -3.632 -2.342 0.584
H -5.280 -2.708 2.435
H -7.566 -1.462 2.545
H -7.374 -3.061 3.354
H -8.205 -2.909 1.844
C 2.055 -2.056 -1.174
C 3.301 -1.217 -0.870
O 3.346 -0.402 -0.039
N 4.390 -1.417 -1.605
C 4.591 -2.352 -2.715
H 2.278 -3.114 -1.316
H 1.639 -1.768 -2.139
H 1.253 -1.947 -0.444
H 5.199 -0.832 -1.451
H 3.758 -2.931 -3.114
H 5.426 -3.037 -2.563
H 5.056 -1.842 -3.559
O -5.660 2.196 -0.201
C -5.534 1.231 -0.966
O -6.376 0.869 -1.950
C -5.867 -0.184 -2.711
C -4.403 -0.287 -2.320
C -4.308 0.316 -0.959
H -6.076 -0.032 -3.770
H -6.404 -1.116 -2.540
H -3.794 0.246 -3.050
H -4.046 -1.313 -2.411
H -3.384 0.848 -0.731
H -4.490 -0.298 -0.078
O 4.996 1.817 -4.834
C 4.324 1.831 -3.795
O 2.927 1.897 -3.753
C 2.488 2.054 -2.427
C 3.699 2.628 -1.652
C 4.881 2.065 -2.394
H 2.172 1.086 -2.039
H 1.558 2.619 -2.351
H 3.845 2.370 -0.603
H 3.644 3.716 -1.622
H 5.211 1.144 -1.914
H 5.807 2.639 -2.435
O 3.877 6.664 0.649
C 3.431 5.747 1.360
O 2.938 4.607 0.761
C 2.322 3.736 1.641
C 3.096 4.086 2.937
C 3.317 5.594 2.854
H 2.474 2.717 1.284
H 1.260 3.979 1.669
H 3.967 3.453 3.103
H 2.521 3.832 3.828
H 4.212 5.892 3.401
H 2.463 6.147 3.244
*
```

## Properties
- HOMO energy (alpha / beta): -5.73 / -9.55 eV
- DFT total energy: -77211.7131 eV
- Maximum force: 0.1141 hartree/bohr
- ⟨S²⟩: 6.00
- E_LUMO (alpha / beta): -0.01 / -0.08 eV

Charges computed using Löwdin, reported in e: V 0.810; C -0.001; C -0.673; O -0.151; O -0.145; H 0.062; H 0.082; H 0.076; C 0.027; C -0.505; O -0.129; N 0.046; C -0.038; H 0.083; H 0.093; H 0.077; H 0.134; H 0.090; H 0.086; H 0.056; C -0.016; C -0.547; O 0.013; N 0.010; C -0.056; H 0.079; H 0.087; H 0.039; H 0.096; H 0.082; H 0.078; H 0.080; C 0.014; C -0.609; O 0.066; N 0.035; C -0.067; H 0.074; H 0.091; H 0.066; H 0.131; H 0.084; H 0.077; H 0.081; O 0.075; C -0.430; O 0.051; C -0.178; C -0.153; C -0.083; H 0.126; H 0.110; H 0.118; H 0.100; H 0.113; H 0.105; O 0.082; C -0.384; O 0.020; C -0.170; C -0.138; C -0.081; H 0.084; H 0.125; H 0.099; H 0.117; H 0.094; H 0.133; O 0.082; C -0.404; O -0.023; C -0.172; C -0.146; C -0.067; H 0.106; H 0.133; H 0.117; H 0.110; H 0.128; H 0.133